119
Properties=species:S:1:pos:R:3 method="wB97M-V/def2-TZVPD" total_charge=-1 e_above_lowest_kj_mol=270.5
C -0.33460 0.03629 0.24748
O -0.01058 1.15515 0.58919
O 0.42294 -0.59818 -0.64657
O -1.34237 -0.61261 0.54217
H 0.96103 0.16334 -0.87676
C 2.89367 5.94907 0.51472
C 4.27277 5.63576 0.06465
C 4.59348 4.25331 -0.64207
C 3.36217 3.27874 -0.82669
C 1.96664 3.77967 -0.58547
C 1.81130 5.12693 0.19667
N 3.69147 2.04188 -1.50943
O 4.83118 1.80183 -1.98535
O 2.75376 1.31525 -1.83272
H 2.74949 6.66800 1.04339
H 5.15798 6.17655 0.39767
H 5.61096 3.94352 -1.05623
H 1.04308 3.20710 -0.75743
H 0.78443 5.35588 0.51172
C -0.20019 2.32711 5.38549
C -0.56330 1.52485 4.25079
C -0.98005 0.05597 4.58959
C -1.01764 -0.44389 5.95440
C -0.54111 0.46716 7.08543
C 0.00204 1.82333 6.62710
N -1.33596 -1.85401 6.23563
O -0.52395 -2.63181 6.69663
O -2.50195 -2.18069 5.93089
H -0.01473 3.39505 5.23132
H -0.27977 1.80934 3.25978
H -1.05057 -0.37640 3.68263
H -0.64441 -0.00669 7.98720
H 0.56363 2.29954 7.33371
C -5.52695 -2.33418 2.43540
C -6.99574 -2.20313 1.89225
C -7.08082 -1.90217 0.42908
C -5.85664 -1.58654 -0.44626
C -4.50662 -1.62322 0.34219
C -4.46549 -2.11080 1.65017
N -5.95733 -1.27749 -1.86429
O -7.18866 -1.21716 -2.33914
O -4.94092 -1.26146 -2.50429
H -5.44591 -2.54263 3.51167
H -7.83811 -2.43301 2.48490
H -8.12163 -1.75977 -0.04168
H -3.47622 -1.32314 -0.10383
H -3.46709 -2.03014 2.07348
C 4.83895 -1.08937 2.08755
O 6.03601 -1.09488 2.34998
N 4.29195 0.16255 2.21821
C 2.96315 0.34819 1.58254
C 5.03070 1.37276 2.54169
H 4.19622 -1.83036 1.92084
H 2.92431 1.35900 1.49231
H 2.36165 -0.00603 2.31266
H 2.85836 0.07826 0.43133
H 5.71611 1.30307 3.44577
H 4.27822 2.19564 2.81385
H 5.92310 1.64783 1.94086
C 0.25573 1.69191 -3.85252
O 0.89898 1.59049 -4.88810
N -0.57750 2.83310 -3.77904
C -1.45730 3.04003 -2.56933
C -0.57402 3.90858 -4.71038
H 0.04555 0.94511 -3.06241
H -1.06575 3.80582 -1.85535
H -1.56995 2.51293 -1.77608
H -2.51383 3.27145 -2.85556
H -1.21359 4.76411 -4.27842
H -0.95361 3.69310 -5.64278
H 0.48619 4.37508 -4.95581
C -0.98373 -4.42638 2.42624
O -1.74717 -5.29691 3.07706
N -0.37404 -4.77488 1.29086
C 0.20651 -3.71568 0.58759
C -0.23159 -6.22142 0.81776
H -0.86973 -3.37655 2.80950
H 0.84550 -2.96730 1.19106
H -0.67085 -3.23459 0.13381
H 0.97716 -4.10729 0.12669
H -1.13334 -6.26862 0.20990
H -0.03289 -7.19488 1.50886
H 0.90696 -6.27009 0.27789
C 5.00636 -1.14536 -3.30341
O 6.07295 -1.10125 -4.01452
N 4.78098 -2.13962 -2.44756
C 3.53317 -2.01207 -1.65493
C 5.73357 -3.21232 -2.01325
H 4.21704 -0.32133 -3.62355
H 3.09377 -2.97570 -1.24821
H 2.57321 -1.62366 -2.25347
H 3.69519 -1.34552 -0.83681
H 6.70213 -2.99352 -2.09879
H 5.87085 -4.00540 -2.75294
H 5.33225 -3.53207 -1.20535
C -3.86202 1.97175 -0.29850
O -4.88589 1.53008 -0.98637
N -3.87704 3.28958 0.06958
C -2.93702 3.73758 1.01604
C -5.07419 4.15191 -0.30028
H -3.18221 1.36652 -0.08286
H -2.55575 4.51372 0.78674
H -1.90712 2.92156 1.01017
H -3.49648 4.10252 1.81195
H -5.00148 5.23251 -0.31955
H -5.93743 3.85426 0.21371
H -5.20233 3.83344 -1.27210
C -1.10782 -2.64620 -5.56518
O -1.52976 -1.51896 -5.71694
N -0.45452 -3.02853 -4.43972
C 0.30589 -4.28441 -4.22014
C -0.41471 -2.06728 -3.30274
H -0.98418 -3.48790 -6.26119
H 0.54014 -4.25966 -3.27057
H 1.00721 -4.17282 -4.88715
H -0.13813 -5.24144 -4.11013
H 0.45548 -1.58198 -3.24718
H -0.44804 -2.63411 -2.44876
H -1.25917 -1.47960 -3.25428



84
Properties=species:S:1:pos:R:3 method="wB97M-V/def2-TZVPD" total_charge=+1 energy_ev=-87353.761
Rh -0.00377 -0.06093 -0.40035
C 1.15772 -3.81246 1.26938
C 1.11497 -3.54657 2.63392
C 0.78522 -2.27634 3.06527
C 0.51585 -1.27212 2.13342
C 0.60682 -1.52869 0.76606
C 0.90840 -2.81613 0.34114
C -0.05224 0.02446 2.48149
C -0.10949 0.52586 3.80187
C -0.72779 1.71146 4.03876
C -1.39378 2.37603 2.98267
C -2.15635 3.54430 3.20439
C -2.87919 4.10179 2.18835
C -2.86860 3.49800 0.91619
C -2.11156 2.38642 0.66124
C -1.33414 1.81481 1.68863
N -0.56299 0.69461 1.45628
H 1.38887 -4.81194 0.92176
H 1.31028 -4.33308 3.35018
H 0.69166 -2.07596 4.12469
H 0.95803 -3.05991 -0.71141
H 0.35765 -0.03661 4.59603
H -0.75902 2.13738 5.03412
H -2.17446 3.96850 4.20073
H -3.47609 4.98654 2.36269
H -3.47652 3.91281 0.12256
H -2.14356 1.90843 -0.30660
O -1.85359 0.11407 -1.15678
C -2.54167 -1.07457 -1.47669
C -3.09834 -1.67833 -0.19637
C -4.02413 -1.06309 0.59477
C -4.27829 -1.76609 1.79993
C -3.53992 -2.90680 1.89823
S -2.51722 -3.11521 0.54743
C -3.66193 -0.73148 -2.43043
C -4.75898 -1.46759 -2.76012
C -5.55805 -0.83920 -3.75236
C -5.04558 0.35851 -4.14611
S -3.59581 0.73480 -3.32041
C -1.52347 -1.97274 -2.16166
C -1.47864 -3.27341 -2.51234
C -0.21366 -3.65117 -3.08193
C 0.69051 -2.64625 -3.11189
S -0.03758 -1.16703 -2.58123
H -4.50468 -0.13658 0.31041
H -4.99061 -1.45173 2.54936
H -3.55338 -3.64141 2.68783
H -4.99708 -2.41649 -2.29815
H -6.47522 -1.25310 -4.14525
H -5.45627 1.04770 -4.86667
H -2.30329 -3.95870 -2.37579
H -0.00460 -4.63992 -3.46632
H 1.67992 -2.65563 -3.53796
C 3.72851 -0.50820 -2.20676
C 3.16505 0.84881 -1.78776
C 2.39505 1.46529 -2.95685
P 2.22578 0.78668 -0.18981
C 1.85794 2.54143 0.30900
C 0.79242 3.18939 -0.59598
C 3.02227 3.53073 0.43163
C 3.41477 0.09826 1.05251
C 4.71539 0.88109 1.26844
C 3.80280 -1.36824 0.77967
H 4.29646 -0.37775 -3.12927
H 2.93052 -1.21665 -2.41579
H 4.39108 -0.95031 -1.46898
H 4.01884 1.49480 -1.55430
H 1.44193 0.96131 -3.12659
H 2.98844 1.34874 -3.86506
H 2.20446 2.52410 -2.82948
H 1.41906 2.40865 1.30238
H 1.26897 3.77673 -1.37725
H 0.18602 3.87455 -0.00528
H 0.11307 2.48578 -1.08134
H 3.67346 3.50825 -0.44466
H 3.62490 3.38234 1.31933
H 2.60603 4.53814 0.49616
H 2.82559 0.13857 1.97488
H 5.26746 1.00218 0.33404
H 5.34950 0.29434 1.93532
H 4.58648 1.85427 1.72206
H 4.80428 -1.40914 0.35043
H 3.13152 -1.89036 0.10834
H 3.82760 -1.92296 1.71801



34
Properties=species:S:1:pos:R:3 method="wB97M-V/def2-TZVPD" e_above_lowest_kj_mol=205.6
C 1.32291 2.63654 -0.06416
C 0.50600 2.17591 -1.19279
C 1.08191 2.05650 1.30443
C -3.42932 0.72101 -0.02392
C 1.13084 -0.07086 2.44409
C 0.36926 -2.83442 -0.26235
C 2.23146 -1.48853 -0.97161
C -3.03518 0.49108 -1.48632
N -1.90264 -0.38084 -1.74929
N 0.46917 0.71763 -1.19848
N 1.14374 0.61914 1.22184
N 1.11565 -1.59347 -0.02025
P 0.17920 -0.18574 0.13986
H 2.40402 2.46900 -0.27675
H 1.24779 3.67780 0.07457
H -0.57259 2.54817 -1.05681
H 0.71702 2.62874 -2.18459
H 1.83893 2.47845 1.96894
H 0.24033 2.45360 1.89092
H -4.46970 1.06927 0.09825
H -3.48638 -0.33387 0.40019
H -2.92254 1.45514 0.53959
H 1.24198 0.68077 3.27064
H 0.22725 -0.73173 2.59358
H 1.92042 -0.85871 2.34242
H -0.00220 -3.14412 0.72216
H -0.34668 -2.72232 -1.02698
H 1.15112 -3.64455 -0.43316
H 2.82317 -2.33111 -0.81391
H 1.83528 -1.49346 -2.04901
H 2.80751 -0.55662 -0.66772
H -3.02099 1.53278 -1.87281
H -3.94204 0.06849 -2.00493
H -1.55047 -0.69140 -0.94765



32
Properties=species:S:1:pos:R:3 method="wB97M-V/def2-TZVPD" total_charge=+2 energy_ev=-27617.634
Pt 0.32842 0.14967 -0.35666
O 2.21341 1.20883 2.98292
C 1.55225 1.17344 2.00076
N 1.46492 0.01887 1.12865
C 1.97912 -1.29510 1.45724
O 2.67743 -1.51546 2.38847
C 1.54462 -2.29610 0.42762
C 1.92177 -3.61476 0.50603
C 1.55790 -4.46682 -0.53303
C 0.85496 -3.95704 -1.61103
C 0.49712 -2.61795 -1.62028
N 0.82614 -1.81164 -0.60958
C 0.73587 2.30460 1.44918
C 0.66232 3.51601 2.09262
C -0.04143 4.54742 1.47675
C -0.61779 4.32738 0.23773
C -0.51329 3.07680 -0.35088
N 0.13983 2.08435 0.25623
H 2.50094 -3.94921 1.35640
H 1.83495 -5.51195 -0.50311
H 0.57656 -4.58312 -2.44672
H -0.05560 -2.17996 -2.43927
H 1.16265 3.64051 3.04371
H -0.12355 5.51333 1.95655
H -1.15134 5.11110 -0.28089
H -0.95159 2.86066 -1.31482
B -4.07578 -0.30520 -1.76970
C -2.55324 -0.10808 -1.52101
N -1.42826 0.06487 -1.34983
H -4.37072 -1.48529 -1.55393
H -4.69292 0.68682 -1.54794
H -4.45570 -0.58701 -2.95216



8
Properties=species:S:1:pos:R:3 method="wB97M-V/def2-TZVPD" smiles="CP=[PH]=O" e_above_lowest_kj_mol=47.6
C 0.31792 0.48508 0.08308
P -0.58899 0.80421 1.70401
P -1.98863 -0.54972 1.34311
O -3.19397 -0.80440 2.13043
H -0.37585 0.79574 -0.72220
H 0.59383 -0.53027 -0.11567
H 1.34982 1.02439 -0.02681
H -1.53414 -1.17773 0.22010